--- w ---
A 2-piece molecular cluster, CH5O2P overall. Source: OMol25; level of theory: wB97M-V/def2-TZVPD.

Geometry as XYZ:
```
9
Properties=species:S:1:pos:R:3:nbo_charge:R:1
C -0.940 -0.360 -0.030 -0.11
O -0.925 0.995 -0.392 -0.69
O 1.830 0.982 0.200 -0.98
P 1.868 -0.577 -0.418 0.53
H -1.771 -1.025 -0.518 0.17
H -0.589 -0.517 0.947 0.17
H -1.103 0.960 -1.394 0.47
H 1.904 1.644 -0.464 0.49
H 2.185 -1.386 0.843 -0.07
```

--- x ---
A 2-piece molecular cluster, CH5O2P overall. Source: OMol25; level of theory: wB97M-V/def2-TZVPD.

Geometry as XYZ:
```
9
Properties=species:S:1:pos:R:3:nbo_charge:R:1
C 1.381 0.537 1.455 -0.55
O -0.331 0.875 -1.305 -1.00
O -0.948 -1.518 -0.969 -0.99
P -0.473 -0.238 -0.130 1.41
H 2.239 0.075 0.936 0.11
H 1.184 -0.115 2.318 0.12
H 0.319 1.537 -1.062 0.52
H -1.642 -1.334 -1.618 0.50
H -1.729 0.181 0.375 -0.12
```

Most stable: x. Least stable: w.

--- w ---
C5H2OS as an isolated structure. Source: OMol25; level of theory: wB97M-V/def2-TZVPD.

Geometry as XYZ:
```
9
Properties=species:S:1:pos:R:3:lowdin_charge:R:1
C -0.438 -1.141 -0.672 -0.35
C -1.808 0.112 -1.213 0.22
C -0.210 -2.212 -1.447 0.04
C -1.479 -0.947 -1.870 -0.33
C -0.395 -0.200 0.361 -0.48
O -1.100 -2.033 -2.518 0.05
S 0.865 0.974 0.501 0.85
H -0.996 -0.289 1.254 0.09
H 1.402 0.755 -0.705 -0.09
```

--- x ---
C5H2OS as an isolated structure. Source: OMol25; level of theory: wB97M-V/def2-TZVPD.

Geometry as XYZ:
```
9
Properties=species:S:1:pos:R:3:nbo_charge:R:1
C 0.300 -0.013 0.505 -0.28
C 1.003 -1.402 0.665 -0.18
C 0.810 1.127 -0.255 0.23
C 1.757 -0.657 -0.035 0.27
C -0.891 -0.512 0.191 -0.09
O 2.008 0.611 -0.564 -0.41
S -2.165 0.587 -0.411 0.07
H -1.337 -1.461 0.205 0.24
H -1.485 1.721 -0.301 0.16
```

Most stable: w. Least stable: x.

--- w ---
An isolated ion of composition C4H8O3 and charge +1. Source: OMol25; level of theory: wB97M-V/def2-TZVPD.

- Multiplicity: 2
- Total charge: +1

Geometry as XYZ:
```
15
Properties=species:S:1:pos:R:3:nbo_charge:R:1
O -1.332 -2.575 0.002 -0.44
C -1.115 -1.475 0.385 0.74
O -1.212 -1.080 1.679 -0.70
C -0.686 -0.408 -0.567 -0.39
C 0.349 0.791 0.093 0.16
C 1.273 1.347 -0.944 -0.67
O 1.047 0.179 1.035 -0.40
H -1.306 -1.888 2.216 0.54
H -0.172 -0.815 -1.434 0.28
H -1.458 0.261 -0.956 0.28
H -0.430 1.476 0.461 0.28
H 1.558 0.532 -1.620 0.25
H 0.933 2.095 -1.653 0.27
H 2.142 1.709 -0.407 0.27
H 0.410 -0.149 1.711 0.53
```

--- x ---
An isolated ion of composition C4H8O3 and charge +1. Source: OMol25; level of theory: wB97M-V/def2-TZVPD.

- Multiplicity: 2
- Total charge: +1

Geometry as XYZ:
```
15
Properties=species:S:1:pos:R:3:nbo_charge:R:1
O -0.469 -1.804 1.664 -0.46
C 0.577 -1.233 1.416 0.78
O 1.775 -1.823 1.674 -0.63
C 0.687 0.202 0.827 -0.51
C -0.621 0.600 -0.002 -0.40
C -0.361 0.987 -1.503 -0.13
O -1.414 0.319 -2.378 -0.28
H 1.539 -2.760 1.633 0.52
H 1.614 0.318 0.325 0.27
H 1.011 0.801 1.826 0.30
H -1.184 -0.247 -0.244 0.25
H -1.360 1.338 0.359 0.25
H -0.107 2.075 -1.673 0.30
H 0.466 0.456 -2.013 0.24
H -2.152 0.770 -1.911 0.50
```

Most stable: w. Least stable: x.